Formula: C3HCl5
Source: OMol25
Level of theory: wB97M-V/def2-TZVPD

Calculated values
ΔE to the lowest compared entry with this formula, charge and spin, kJ/mol: 199.8
Total charge: 0
LUMO (alpha / beta), eV: -0.384 / -0.383
Molecular weight, g/mol: 214.31
Orbital gap (alpha / beta), eV: 8.0 / 8.2

CARTESIAN COORDINATES (ANGSTROEM)
C -0.20 0.70 -0.09
C 0.89 1.12 -1.08
C 2.01 0.81 -0.02
Cl -0.70 1.82 1.12
Cl 0.90 -0.15 -2.32
Cl 0.87 2.70 -1.62
Cl 2.18 1.95 1.16
Cl 2.95 -0.62 0.23
H -0.36 -0.35 0.13